Entry 1:
DFT (ωB97M-V/def2-TZVPD) results for a gas-phase ion, C3H11N5 (charge +2) at a distorted geometry.

Its total charge is +2. Its highest occupied orbital energy (spin up / spin down) is -18.31 / -18.31 eV. The value obtained for the LUMO energy (spin up / spin down) is -11.096 / -11.094 eV. The value obtained for the energy relative to the best compared isomer or geometry (same formula, charge and spin) is 418.7 kJ/mol.

Atoms and positions in Å:
C: 0.13404 -0.25187 0.12660
C: 0.30000 -1.70507 -0.15438
C: 2.50919 0.00746 0.13502
N: -1.08184 0.29379 0.27013
N: 1.19638 0.51535 0.08310
N: -3.33549 0.53072 0.09183
N: 0.81052 2.02669 -0.05168
N: -2.21420 -0.10204 -0.04184
H: -0.65587 -2.34328 -0.31830
H: 1.07086 -2.10582 0.59146
H: 0.70391 -1.95130 -1.08258
H: 2.61965 -0.63898 -0.62830
H: 3.21902 0.72596 0.22798
H: 2.75028 -0.47622 1.02033
H: -3.10756 1.47413 0.35795
H: -4.13713 0.21252 -0.45493
H: -0.15749 2.17790 0.06464
H: 1.58479 2.62493 0.14924
H: -2.20906 -1.01487 -0.38627

Forces on atoms 1 to 6 (eV/Å):
1.350 -2.777 -1.651
-0.670 -1.722 2.043
-0.689 0.737 0.828
-1.943 4.411 0.953
-5.404 5.091 0.882
1.236 0.260 0.266

Need the Mulliken charges? In units of e they are: 0.711, -1.205, -0.872, -0.472, 0.220, -0.430, -0.350, 0.755, 0.286, 0.351, 0.450, 0.450, 0.280, 0.470, 0.316, 0.336, 0.230, 0.278, 0.195

---

Entry 2:
DFT (ωB97M-V/def2-TZVPD) results for a molecular structure, C2H4BrNO2 at a distorted geometry.

Its highest occupied orbital energy (spin up / spin down) is -9.13 / -9.90 eV. As for the multiplicity: 3. The value obtained for the LUMO energy (spin up / spin down) is 0.289 / -2.898 eV. The value obtained for the energy relative to the best compared isomer or geometry (same formula, charge and spin) is 18.2 kJ/mol.

Atoms and positions in Å:
C: -1.65086 -1.01989 -0.76763
C: 1.61153 0.53399 0.50341
N: -1.08469 -0.42072 0.29424
O: -2.81528 -0.97207 -1.07698
O: 0.89568 -0.50847 0.09633
Br: -1.58713 1.25345 0.57073
H: -1.05239 -1.78653 -1.36829
H: 1.16131 1.58999 0.46443
H: 2.42657 0.83518 -0.25486
H: 2.09525 0.49506 1.53862

Forces on atoms 1 to 6 (eV/Å):
-0.740 -2.684 -2.227
1.657 3.499 0.668
-0.169 0.222 0.966
-0.625 0.743 0.017
1.783 -0.577 -0.473
-0.822 1.036 0.327

Need the Mulliken charges? In units of e they are: 0.160, -0.475, -0.134, -0.449, -0.242, 0.083, 0.327, 0.202, 0.256, 0.273

---

Entry 3:
DFT (ωB97M-V/def2-TZVPD) results for 10 unconnected molecules or ions with the total composition C15H50N8O10 at a distorted geometry.

Its highest occupied orbital energy is -8.90 eV. The SMILES is NC(N)=O.NC(N)=O.NC(N)=O.NC(N)=O.CCO.CCO.CCO.CCO.CCO.CO. The value obtained for the LUMO energy is -0.172 eV. The value obtained for the energy relative to the best compared isomer or geometry (same formula, charge and spin) is 209.3 kJ/mol.

Atoms and positions in Å:
N: -13.56850 12.46247 -11.01930
C: -12.51205 12.78622 -10.31047
N: -12.78317 13.56294 -9.27512
O: -11.34747 12.30115 -10.66383
H: -13.50056 11.77709 -11.80440
H: -14.39700 12.35340 -10.42904
H: -12.08198 13.77616 -8.56744
H: -13.79416 13.84823 -9.11878
N: -15.78731 12.22686 -9.72658
C: -15.74390 12.99318 -8.64615
N: -15.30342 14.23207 -8.84698
O: -15.76245 12.39658 -7.40250
H: -16.15328 11.27808 -9.50317
H: -16.09656 12.67443 -10.60942
H: -15.09478 14.69237 -7.98205
H: -15.33300 14.72914 -9.72910
N: -11.31143 12.47455 -14.53667
C: -10.70319 12.97774 -13.45774
N: -11.32624 14.05835 -13.11473
O: -9.53896 12.54469 -12.94866
H: -11.04189 11.51997 -14.80779
H: -12.16167 12.76932 -14.81100
H: -10.84557 14.54197 -12.41401
H: -12.31218 14.17427 -13.31385
N: -14.14680 13.36711 -14.85236
C: -14.43154 14.45284 -14.29004
N: -14.24308 14.35921 -12.96923
O: -14.78721 15.63210 -15.04020
H: -14.33589 13.30270 -15.86986
H: -14.18650 12.49025 -14.29860
H: -14.39073 15.20353 -12.43498
H: -13.76241 13.58679 -12.42746
C: -11.28643 18.14880 -13.79200
C: -12.68308 17.80794 -13.28305
O: -13.01676 18.88040 -12.44095
H: -11.31619 19.06870 -14.41157
H: -10.93288 17.29467 -14.35192
H: -10.80863 18.32604 -12.87332
H: -12.72321 16.90857 -12.66640
H: -13.49145 17.79801 -14.04752
H: -13.54978 18.45005 -11.70680
C: -19.15419 12.97301 -12.73575
C: -17.77257 13.21810 -13.33198
O: -16.83917 13.31734 -12.23184
H: -19.91141 12.72170 -13.54923
H: -19.49089 13.74780 -12.09270
H: -19.15531 12.09495 -12.09955
H: -17.82934 14.18407 -13.75610
H: -17.55091 12.48718 -14.08415
H: -15.97692 13.59582 -12.59157
C: -17.47680 16.23771 -10.28652
C: -16.46781 16.33796 -11.40402
O: -15.12437 16.15835 -11.01803
H: -18.48749 16.48002 -10.69488
H: -17.23222 17.01600 -9.58132
H: -17.47587 15.24755 -9.78049
H: -16.56699 17.36270 -11.66438
H: -16.84949 15.70012 -12.17209
H: -14.91527 16.73433 -10.28328
C: -15.04812 9.75166 -14.63452
C: -14.85477 10.18007 -13.20247
O: -13.77867 11.01504 -13.31878
H: -14.14471 9.50301 -15.08321
H: -15.54461 10.61203 -15.19264
H: -15.56573 8.90410 -14.77236
H: -14.67284 9.38360 -12.48234
H: -15.60991 10.76458 -12.72143
H: -12.92712 10.52148 -13.34257
C: -12.20811 11.86995 -17.70633
C: -13.46726 11.16623 -17.30137
O: -14.55435 12.03201 -17.28853
H: -12.16721 12.81671 -17.28730
H: -12.07210 12.07890 -18.81313
H: -11.24074 11.29832 -17.56222
H: -13.28759 10.86872 -16.23413
H: -13.64539 10.22959 -17.87559
H: -15.35652 11.54497 -17.50907
C: -11.45783 15.46758 -16.38385
O: -10.29361 14.79397 -16.00159
H: -11.33052 16.48760 -16.51806
H: -12.14630 15.39270 -15.55098
H: -11.94986 15.08053 -17.28968
H: -10.67096 14.10240 -15.45088

Forces on atoms 1 to 6 (eV/Å):
-2.419 -0.959 -2.317
6.979 -2.812 -1.166
-0.374 1.460 1.696
-3.712 2.145 1.754
0.448 0.733 1.335
0.537 -0.215 -0.713

Need the Mulliken charges? In units of e they are: -0.357, 0.460, -0.241, -0.718, 0.167, 0.348, 0.241, 0.217, -0.098, 0.333, -0.211, -0.748, 0.224, 0.190, 0.281, 0.235, 0.067, 0.321, 0.417, -0.764, 0.287, 0.046, 0.180, -0.354, 1.123, -0.344, 1.655, -0.822, 0.207, -0.357, -0.458, -0.133, -1.263, 0.737, -0.600, 0.294, 0.289, 0.415, -0.407, 0.219, 0.316, -1.414, 0.029, -0.488, 0.362, 0.345, 0.335, 0.289, 0.224, -0.088, -1.385, 0.182, -0.875, 0.366, 0.407, 0.347, 0.528, -0.170, 0.287, -1.174, -0.019, -1.062, 0.382, 0.067, 0.712, 0.355, -0.035, 0.281, -0.980, 0.515, -0.658, -0.027, 0.350, 0.327, -0.428, 0.496, 0.314, -0.349, -0.683, 0.528, -0.228, 0.224, 0.413

---

Entry 4:
DFT (ωB97M-V/def2-TZVPD) results for a single C4H11N3 molecule at a distorted geometry.

Its highest occupied orbital energy is -8.76 eV. The SMILES is C=N[C@H](N)NCC. The value obtained for the LUMO energy is 1.069 eV. The value obtained for the energy relative to the best compared isomer or geometry (same formula, charge and spin) is 245.3 kJ/mol.

Atoms and positions in Å:
C: -2.58960 -0.17689 -1.05766
N: -1.44669 -0.28759 -1.60165
C: -0.05666 -0.44671 -0.80539
N: 0.24771 -1.82408 -0.88969
N: -0.31923 -0.14507 0.54328
C: 1.05740 0.25313 1.19765
C: 1.30606 1.74262 1.08023
H: -3.49734 -0.11770 -1.68235
H: -2.77749 -0.06681 0.02434
H: 0.69842 0.18611 -1.27851
H: 1.25031 -1.94923 -0.96767
H: -0.18455 -2.18354 -1.73817
H: -0.66589 -1.02193 0.92555
H: 1.90280 -0.32786 0.81640
H: 0.94118 -0.02023 2.24981
H: 2.18991 2.02338 1.66433
H: 0.46109 2.31486 1.47506
H: 1.48258 2.04754 0.04446

Forces on atoms 1 to 6 (eV/Å):
1.062 0.255 0.333
1.125 -0.374 -0.288
-4.019 0.613 -0.556
0.321 -1.507 -1.277
2.805 1.782 1.656
-2.285 -0.582 0.342

Need the Mulliken charges? In units of e they are: -0.275, -0.609, 0.316, -0.678, -0.486, -0.435, -1.038, 0.252, 0.235, 0.362, 0.218, 0.240, 0.318, 0.279, 0.369, 0.375, 0.279, 0.278

---

Entry 5:
DFT (ωB97M-V/def2-TZVPD) results for a molecular structure, C36H35N8S3Ti.

Its total charge is +1. Its highest occupied orbital energy is -10.03 eV. The value obtained for the LUMO energy is -3.532 eV. The value obtained for the energy relative to the best compared isomer or geometry (same formula, charge and spin) is 42.6 kJ/mol.

Atoms and positions in Å:
Ti: -0.18881 -0.42917 -0.04921
C: 1.86023 -2.27606 2.43773
N: 1.48881 -0.87725 2.13133
C: 2.68561 -0.10851 1.77788
C: 3.23587 -0.53233 0.44482
N: 2.27480 -0.30150 -0.68177
C: 2.54755 1.03120 -1.26757
C: 2.49570 -1.39503 -1.62556
C: 3.48742 -1.32587 -2.59370
C: 3.76741 -2.42687 -3.39016
C: 3.07158 -3.61102 -3.19427
C: 2.08045 -3.67894 -2.22966
C: 1.77305 -2.57042 -1.44224
S: 0.45204 -2.68328 -0.28193
C: 0.82785 -0.36448 3.31530
C: 1.52737 -0.06656 4.47982
C: 0.85864 0.40331 5.59929
C: -0.52302 0.55154 5.56589
C: -1.22429 0.23011 4.41648
C: -0.55225 -0.22777 3.28388
S: -1.50379 -0.65683 1.86324
H: 2.59183 -2.29801 3.25272
H: 2.27153 -2.77814 1.56957
H: 0.96784 -2.81752 2.74250
H: 3.48078 -0.22131 2.52568
H: 2.43045 0.94228 1.71571
H: 3.51942 -1.58102 0.44898
H: 4.15163 0.03455 0.25854
H: 2.23366 1.05413 -2.30334
H: 3.61165 1.27463 -1.23706
H: 2.01505 1.80216 -0.70574
H: 4.05523 -0.41438 -2.73151
H: 4.53403 -2.35984 -4.15011
H: 3.29006 -4.47837 -3.80272
H: 1.51170 -4.58934 -2.08851
H: 2.60294 -0.18816 4.51790
H: 1.41403 0.64153 6.49640
H: -1.05295 0.90703 6.43939
H: -2.30163 0.33070 4.38174
N: -3.83628 -0.49418 -2.69717
C: -2.88886 -0.21678 -1.77052
S: -2.37510 -1.50193 -0.74646
N: -2.43602 1.00152 -1.75367
N: -1.44139 1.25830 -0.83507
C: -1.36020 2.52338 -0.58370
C: -2.30042 3.50387 -1.19980
C: -3.31269 4.05246 -0.42229
C: -4.18442 4.98491 -0.96738
C: -4.03389 5.38865 -2.28479
C: -3.01670 4.84852 -3.06218
C: -2.16024 3.90329 -2.52445
C: -0.41003 3.03668 0.41044
C: -0.30168 4.41425 0.59395
C: 0.43133 4.90438 1.65759
C: 0.99915 3.99326 2.52540
C: 0.88821 2.64377 2.23311
N: 0.24598 2.14771 1.17143
H: -4.34829 -1.35528 -2.61735
H: -4.29768 0.28726 -3.13445
H: -3.42668 3.74075 0.60945
H: -4.97794 5.39784 -0.35903
H: -4.70691 6.12270 -2.70723
H: -2.89813 5.15856 -4.09205
H: -1.38457 3.46282 -3.13874
H: -0.80895 5.08712 -0.08016
H: 0.52373 5.96973 1.82013
H: 1.53269 4.30530 3.41194
H: 1.33224 1.93620 2.91299
N: 0.10029 0.49731 -4.51345
C: 0.10026 0.67153 -3.17987
N: -0.08043 -0.43459 -2.50514
C: -0.26652 -1.42795 -3.48608
C: -0.60652 -2.77975 -3.39842
C: -0.75297 -3.48691 -4.57282
C: -0.57859 -2.88906 -5.83017
C: -0.27484 -1.55014 -5.94015
C: -0.14083 -0.84474 -4.74983
H: 0.18800 1.22414 -5.20191
H: 0.21543 1.64909 -2.74173
H: -0.77011 -3.25033 -2.44198
H: -1.02002 -4.53421 -4.52153
H: -0.69619 -3.48572 -6.72454
H: -0.15974 -1.06870 -6.90223

Forces on atoms 1 to 6 (eV/Å):
0.012 -0.756 0.420
-0.041 -0.031 0.024
-0.015 0.150 0.008
0.054 -0.046 -0.036
-0.067 -0.072 0.063
-0.234 0.081 -0.018

Need the Mulliken charges? In units of e they are: 1.075, -1.531, 1.666, -0.705, -1.692, 2.055, -1.837, -0.520, -0.605, -0.931, -0.863, -0.995, 1.121, -0.320, -1.620, 0.058, -1.032, -0.674, -0.900, 1.385, -0.539, 0.363, 0.543, 0.327, 0.521, 0.125, 0.456, 0.508, 0.659, 0.507, 0.161, 0.427, 0.458, 0.436, 0.518, 0.385, 0.430, 0.428, 0.490, -0.381, 0.478, -0.322, -1.160, 2.083, -0.808, -0.870, 0.319, -0.889, -0.423, -0.911, 0.215, 0.799, -1.082, -0.872, -1.261, 0.413, 0.777, 0.252, 0.254, 0.495, 0.423, 0.417, 0.436, 0.334, 0.583, 0.460, 0.537, -0.072, -0.054, -1.516, 1.760, -0.001, -0.524, -1.137, -0.600, -1.156, 0.689, 0.293, 0.635, 0.640, 0.491, 0.443, 0.471

---

| no. | E_tot (Eh) |
| --- | --- |
| 1 | -393.83182 |
| 2 | -2857.63109 |
| 3 | -1791.81066 |
| 4 | -323.21310 |
| 5 | -3874.83805 |